# 1
{
  "formula": "C4H10O3",
  "method": "the ωB97M-V functional and the def2-TZVPD basis",
  "symbols": ["C", "O", "C", "C", "C", "O", "H", "H", "H", "H", "H", "H", "H", "H", "H", "H", "O"],
  "positions_angstrom": [[-0.5016, 1.0189, -0.4316], [-1.0784, 1.8933, -1.3466], [-0.9682, -0.4645, -0.5807], [-0.4665, -1.3436, 0.5552], [-0.5324, -2.8167, 0.4864], [-1.4046, -3.4625, -0.0319], [-0.6852, 1.4918, 0.5308], [0.5915, 0.9418, -0.5271], [-1.0975, 1.5128, -2.2369], [-0.6595, -0.7767, -1.5742], [-2.0568, -0.3600, -0.5437], [0.5734, -1.0593, 0.7659], [-0.9610, -1.0644, 1.5009], [0.2192, -3.4108, 1.0444], [3.7490, 2.7076, 1.0822], [2.3085, 2.9324, 0.5569], [2.9702, 2.2599, 0.7501]],
  "forces_ev_per_a": [[1.5, -0.5, 0.3], [-0.4, -0.5, -0.4], [-1.7, 1.0, 0.2], [1.1, 2.3, 0.1], [-1.1, -0.8, -0.1], [0.5, 0.3, 0.0], [-0.2, -0.5, 0.3], [0.1, 0.5, -0.1], [0.2, 0.2, 0.1], [0.1, -0.4, 0.0], [0.0, -0.6, -0.2], [0.1, -0.5, 0.0], [-0.2, -0.4, 0.0], [0.2, -0.1, 0.0], [0.1, 0.2, 0.0], [0.3, 0.1, 0.1], [-0.4, -0.4, -0.1]],
  "e_above_lowest_kj_mol": 153.5,
  "lumo_ev": [-6.15, -9.93],
  "spin_multiplicity": 2,
  "charge": 1
}

***

# 2
{
  "formula": "C6H3F5O",
  "method": "the ωB97M-V functional and the def2-TZVPD basis",
  "symbols": ["F", "F", "F", "F", "F", "C", "C", "C", "C", "C", "C", "H", "O", "H", "H"],
  "positions_angstrom": [[0.0000, 0.0000, 0.0000], [2.8058, -0.7455, -3.7837], [-1.1802, 2.1222, -1.3345], [1.6302, 1.3420, -5.0298], [-0.2809, 2.8304, -3.8981], [1.4674, -0.2871, -1.8760], [0.4539, 0.3641, -1.2347], [1.8944, 0.0374, -3.1644], [-0.2101, 1.4076, -1.9180], [1.2226, 1.0144, -3.8539], [0.2361, 1.7754, -3.1909], [2.0036, -1.1329, -1.4261], [2.8706, -2.2229, -0.9210], [2.1438, -1.9203, -0.3307], [3.5522, -1.5160, -0.8576]],
  "forces_ev_per_a": [[0.6, 0.2, -0.9], [-0.2, 0.6, 0.3], [0.2, -0.3, -0.1], [0.3, 0.7, -2.2], [0.3, -1.2, 1.1], [0.4, -0.2, -0.2], [-1.1, 1.0, -0.7], [-1.2, -0.7, 0.7], [0.4, 0.4, 0.0], [-0.1, 0.4, 2.0], [-0.2, -0.1, -0.8], [-1.2, 1.3, -1.4], [1.0, -0.6, 1.5], [1.1, -1.0, 0.3], [-0.4, -0.9, 0.2]],
  "e_above_lowest_kj_mol": 76.4,
  "lumo_ev": 0.34,
  "spin_multiplicity": 1,
  "smiles": "Fc1cc(F)c(F)c(F)c1F.O",
  "charge": 0
}

***

# 3
{
  "formula": "C6H8O3PS",
  "method": "the ωB97M-V functional and the def2-TZVPD basis",
  "symbols": ["C", "C", "C", "C", "C", "C", "O", "O", "O", "P", "S", "H", "H", "H", "H", "H", "H", "H", "H"],
  "positions_angstrom": [[0.4632, -0.1279, -4.3019], [-0.2463, -0.9981, -3.4627], [1.3516, 0.5856, -3.6100], [0.0619, -0.9356, -2.1530], [1.3515, -1.6785, 2.5558], [0.2069, -1.0941, 1.5885], [-2.0208, -0.9264, -0.4889], [-1.0639, -3.1857, -1.3156], [0.3260, -1.7519, 0.3441], [-0.9343, -1.8019, -0.8687], [1.2532, 0.2384, -1.8880], [0.4908, -0.2086, -5.3260], [-0.8403, -1.8643, -3.9292], [1.8086, 1.5086, -4.0321], [1.2083, -1.3932, 3.5878], [1.4275, -2.6856, 2.3279], [2.3846, -1.1723, 2.2849], [0.4874, -0.0023, 1.5713], [-0.7038, -1.3791, 2.0602]],
  "forces_ev_per_a": [[0.2, -0.9, 1.5], [-1.3, -2.8, -1.9], [0.9, 2.5, 0.9], [-0.8, -0.2, 0.7], [1.2, 3.6, -2.0], [2.8, -0.3, 0.7], [-1.8, 1.3, 0.9], [-0.3, -1.2, -0.2], [-0.9, 0.2, -0.6], [3.7, 0.1, 0.5], [0.3, 0.7, -0.9], [-0.4, 0.2, -2.3], [0.5, 1.6, 1.1], [0.3, -1.0, 0.7], [-0.4, -0.3, 0.4], [0.2, -2.1, 0.2], [-1.9, -1.0, 0.3], [-1.2, -0.7, -0.4], [-1.1, 0.6, 0.3]],
  "e_above_lowest_kj_mol": 0.0,
  "lumo_ev": 3.18,
  "spin_multiplicity": 1,
  "smiles": "CCO[P@](=O)([O-])c1cccs1",
  "charge": -1
}

***

# 4
{
  "formula": "C3H3ClN2S2",
  "method": "the ωB97M-V functional and the def2-TZVPD basis",
  "symbols": ["C", "C", "C", "H", "H", "H", "N", "N", "S", "S", "Cl"],
  "positions_angstrom": [[-0.2058, 1.7994, 0.8134], [0.1805, 0.4812, 0.2168], [0.8395, -2.3610, 0.1006], [-0.5245, 1.6653, 1.8397], [0.6427, 2.4684, 0.8082], [1.2940, -3.3144, 0.3369], [1.4272, 0.2687, 0.0042], [-0.3823, -2.1605, 0.4266], [1.9314, -1.2207, -0.6704], [-1.1361, -0.6839, -0.0384], [-1.5492, 2.5517, -0.0850]],
  "forces_ev_per_a": [[0.1, 0.0, 0.2], [0.9, -0.3, -0.3], [-1.0, 0.4, 0.0], [-0.2, -0.1, 0.1], [0.1, 0.1, -0.2], [0.0, -0.2, 0.1], [-1.0, -0.1, 0.1], [1.0, 0.0, -0.3], [-0.3, 0.2, 0.2], [0.4, -0.1, 0.1], [0.0, -0.1, 0.0]],
  "e_above_lowest_kj_mol": 28.5,
  "lumo_ev": -0.02,
  "spin_multiplicity": 1,
  "smiles": "ClCC1=NSC=NS1",
  "charge": 0
}

***

# 5
{
  "formula": "C5H8",
  "method": "the ωB97M-V functional and the def2-TZVPD basis",
  "symbols": ["C", "C", "C", "C", "C", "H", "H", "H", "H", "H", "H", "H", "H"],
  "positions_angstrom": [[0.4237, -1.5378, -1.4980], [1.0611, -0.9266, -0.2427], [0.1024, -0.2336, 0.6413], [-0.5971, 0.6283, 1.1198], [-1.2034, 1.9375, 1.4082], [-0.0104, -2.5266, -1.3211], [1.1693, -1.6430, -2.2942], [-0.3633, -0.8727, -1.8606], [1.7207, -0.1129, -0.5709], [1.7082, -1.6533, 0.2629], [-0.6500, 2.4761, 2.1843], [-1.0991, 2.5169, 0.4847], [-2.2621, 1.9479, 1.6863]],
  "forces_ev_per_a": [[-0.1, 0.0, -0.1], [0.1, 0.1, 0.0], [-0.2, 0.5, 0.0], [0.4, -0.2, -0.4], [0.0, 0.1, 0.0], [0.0, 0.2, 0.1], [-0.1, 0.0, 0.2], [0.1, -0.1, 0.0], [0.1, -0.2, 0.0], [-0.3, 0.1, 0.1], [-0.1, -0.2, 0.0], [-0.1, 0.1, 0.2], [0.2, -0.3, 0.0]],
  "e_above_lowest_kj_mol": 135.9,
  "lumo_ev": 1.08,
  "spin_multiplicity": 1,
  "smiles": "CC#CCC",
  "charge": 0
}

***

# 6
{
  "formula": "C20H35N5",
  "method": "the ωB97M-V functional and the def2-TZVPD basis",
  "symbols": ["C", "C", "C", "C", "N", "H", "H", "H", "H", "H", "H", "H", "C", "C", "C", "C", "N", "H", "H", "H", "H", "H", "H", "H", "C", "C", "C", "C", "N", "H", "H", "H", "H", "H", "H", "H", "C", "C", "C", "C", "N", "H", "H", "H", "H", "H", "H", "H", "C", "C", "C", "C", "N", "H", "H", "H", "H", "H", "H", "H"],
  "positions_angstrom": [[26.3354, -3.1749, -6.2928], [25.2851, -3.9188, -5.4466], [24.0468, -3.9415, -6.3808], [23.9303, -5.1786, -7.1765], [23.8240, -6.2246, -7.7482], [27.2908, -3.2658, -5.7760], [26.0409, -2.1804, -6.6279], [26.5400, -3.7383, -7.2032], [25.1687, -3.3584, -4.5190], [25.4420, -4.9103, -5.0217], [23.8185, -2.9957, -6.8723], [23.2321, -3.9632, -5.6570], [23.8887, 3.5270, -5.4074], [23.9793, 5.0239, -5.0180], [24.6391, 5.4071, -3.7012], [23.8052, 4.9203, -2.5651], [23.1763, 4.6086, -1.6872], [24.9188, 3.1709, -5.3938], [23.4853, 3.2808, -6.3896], [23.3853, 2.8373, -4.7299], [22.9474, 5.3551, -5.1345], [24.5644, 5.5498, -5.7724], [24.7075, 6.4949, -3.7018], [25.6492, 4.9982, -3.7236], [18.1164, 6.1513, -4.4552], [19.5448, 5.8786, -4.8613], [20.2163, 4.7504, -4.0250], [19.3128, 3.6338, -4.0900], [18.6005, 2.6925, -4.1906], [17.8699, 6.4419, -3.4340], [17.4571, 5.3078, -4.6601], [17.6705, 6.9097, -5.0989], [20.1069, 6.8089, -4.7793], [19.5093, 5.6296, -5.9218], [20.3459, 5.0655, -2.9896], [21.1890, 4.4787, -4.4350], [20.8545, -1.5047, -5.6490], [20.3193, -0.4619, -4.5389], [21.3703, 0.5927, -4.2229], [22.7927, 0.1684, -4.1721], [23.9217, -0.1957, -4.1380], [21.7978, -1.9709, -5.3644], [20.8142, -0.9841, -6.6058], [20.1669, -2.3431, -5.7603], [20.1907, -1.0037, -3.6020], [19.4007, 0.0631, -4.8008], [21.0835, 1.1306, -3.3193], [21.2765, 1.2073, -5.1182], [23.6817, -3.4946, -2.1424], [25.0427, -3.0648, -1.6269], [25.2493, -1.5702, -1.2123], [26.6146, -1.0930, -1.4609], [27.6990, -0.6994, -1.5796], [23.7125, -4.5823, -2.2055], [23.5440, -3.0510, -3.1285], [22.8611, -3.1823, -1.4965], [25.8168, -3.4142, -2.3101], [25.2509, -3.7179, -0.7794], [25.0935, -1.5761, -0.1335], [24.4425, -0.9299, -1.5690]],
  "forces_ev_per_a": [[1.2, -2.0, 0.3], [-0.1, 1.4, -1.2], [-1.2, -0.5, 2.2], [-0.3, -3.7, -2.3], [0.5, 4.6, 2.4], [0.2, 0.9, 0.1], [0.0, 0.0, 0.7], [-0.2, -0.1, -0.3], [-0.8, 0.5, -0.3], [0.7, -0.3, -0.8], [0.6, -0.3, -0.6], [-0.7, -0.4, -0.2], [1.5, -0.2, 0.7], [-1.0, -0.9, -1.4], [-1.1, -0.8, -0.1], [2.9, 1.5, -2.9], [-2.0, -1.0, 2.6], [0.2, -0.4, -0.2], [-0.1, 0.6, -0.2], [-0.3, 0.5, 0.4], [0.1, 0.8, 0.4], [-0.1, -0.1, -0.3], [0.0, 0.1, 0.4], [-0.1, -0.1, 0.5], [-1.4, 0.0, -0.4], [0.1, 0.3, 0.5], [-0.5, 1.1, -0.5], [-2.3, -4.2, -0.2], [2.3, 3.0, 0.4], [0.6, 0.1, 0.2], [0.2, -0.4, 0.1], [0.3, 0.4, 0.0], [0.3, -0.1, 0.1], [0.3, -0.3, 0.0], [0.0, 0.0, 0.0], [0.0, -0.1, 0.0], [-1.8, 1.1, 1.0], [1.5, -2.3, 0.0], [0.3, 0.3, -1.0], [2.8, -1.5, 0.4], [-3.8, 1.2, -0.1], [0.2, 0.6, -0.2], [0.7, -0.1, -0.1], [-0.3, 0.0, 0.2], [-0.5, -0.3, -0.1], [0.1, -0.2, -0.1], [0.3, 0.2, -0.2], [0.4, 0.9, 0.2], [0.4, 0.5, -0.3], [0.6, -0.4, 0.4], [-0.4, -1.2, 0.5], [0.7, 0.8, -0.1], [-1.3, -0.6, 0.1], [-0.3, 0.0, -0.2], [-0.4, -0.1, 0.0], [0.0, 0.0, 0.0], [0.0, 0.4, -0.4], [0.1, 0.3, 0.5], [0.2, 0.3, 0.2], [0.5, 0.2, -0.6]],
  "e_above_lowest_kj_mol": 93.2,
  "lumo_ev": [2.43, 2.38],
  "spin_multiplicity": 2,
  "charge": -1
}

***

# 7
{
  "formula": "C20H31N3O9S",
  "method": "the ωB97M-V functional and the def2-TZVPD basis",
  "symbols": ["O", "O", "O", "O", "O", "O", "O", "O", "O", "C", "C", "C", "C", "C", "C", "C", "C", "C", "C", "N", "N", "N", "C", "C", "C", "C", "C", "C", "C", "C", "C", "C", "S", "H", "H", "H", "H", "H", "H", "H", "H", "H", "H", "H", "H", "H", "H", "H", "H", "H", "H", "H", "H", "H", "H", "H", "H", "H", "H", "H", "H", "H", "H", "H"],
  "positions_angstrom": [[-3.7355, -4.0414, 0.3023], [-1.2773, -7.3845, -0.1661], [-0.2640, 1.4857, -2.5744], [-0.8399, 2.6763, -4.5755], [-1.6783, 7.1711, 3.4867], [-1.2502, 6.7549, -0.6946], [1.1533, 4.2496, -0.4236], [-2.5058, 4.3533, -0.4230], [1.2691, 3.2780, -3.5262], [-2.6315, -4.5093, 0.5356], [-0.2997, -6.6565, -0.0556], [0.1378, -2.2004, -1.2185], [0.8343, -2.8544, -0.2573], [3.7997, -0.8928, 1.2964], [3.6556, 0.2754, 0.5252], [2.9188, -1.9784, 1.1230], [2.6243, 0.3652, -0.4245], [1.8748, -1.9224, 0.1731], [1.7579, -0.7235, -0.5888], [0.6737, -0.9422, -1.4038], [0.8745, -7.1475, 0.3649], [-1.7464, -4.6074, -0.4587], [-2.2962, -4.9327, 1.9542], [1.0803, -8.5393, 0.7656], [-1.6491, 6.5029, 2.2224], [-0.3138, 6.7942, 1.5316], [-0.1928, 6.2214, 0.1015], [-0.1309, 4.6549, 0.0632], [-1.1948, 3.9067, -0.7954], [0.6157, -4.2470, 0.2585], [-1.0792, 4.1185, -2.3168], [-0.3797, -5.1700, -0.4768], [-0.2584, 2.7977, -3.2359], [-2.5396, 7.0529, 3.9227], [-2.0202, 6.1513, -0.6233], [1.8708, 4.5995, 0.1349], [-3.1877, 3.7361, -0.7491], [1.3408, 3.0474, -4.4611], [-0.7147, -2.5890, -1.7578], [4.5955, -0.9560, 2.0258], [4.3370, 1.1034, 0.6638], [3.0436, -2.8702, 1.7180], [2.4945, 1.2564, -1.0220], [0.2760, -0.2376, -2.0238], [1.6631, -6.5217, 0.4064], [-2.1305, -4.3344, -1.3475], [-1.5981, -4.2247, 2.3916], [-1.8853, -5.9380, 1.9655], [-3.2152, -4.9289, 2.5385], [0.2776, -8.8540, 1.4375], [1.0632, -9.1813, -0.1175], [2.0383, -8.6492, 1.2754], [-1.7813, 5.4261, 2.3660], [-2.4751, 6.8658, 1.6018], [0.4993, 6.4006, 2.1491], [-0.1870, 7.8802, 1.4766], [0.7451, 6.6045, -0.3166], [-0.2366, 4.2834, 1.0879], [-1.1036, 2.8373, -0.5615], [1.6007, -4.7102, 0.2222], [0.3441, -4.1804, 1.3100], [-2.0705, 4.2124, -2.7578], [-0.5294, 5.0367, -2.5253], [-0.0610, -5.1748, -1.5189]],
  "forces_ev_per_a": [[-0.1, 0.1, -0.1], [0.2, 0.4, 0.1], [0.2, 2.6, 0.4], [0.3, 1.2, 1.4], [0.0, 0.0, 0.1], [-0.2, -0.5, -0.3], [-0.1, -0.2, -0.2], [-0.1, -0.1, 0.3], [-1.2, 0.0, 1.2], [-1.4, 0.2, 1.2], [-1.4, -0.6, -0.2], [0.4, 0.2, 0.3], [0.3, 0.3, 0.1], [-0.9, -0.6, -0.4], [-1.0, -0.6, -0.5], [0.2, 0.6, -0.2], [0.3, -0.1, 0.4], [0.8, 0.2, 0.5], [-0.4, -1.2, 0.5], [-0.6, 0.8, -1.2], [1.2, 0.4, 0.4], [1.9, -0.9, -0.9], [0.1, -0.1, -0.4], [-0.4, 0.2, -0.3], [-0.1, 0.1, 0.0], [-0.2, -0.2, 0.1], [-1.0, 0.1, 0.4], [0.4, 0.4, 0.2], [0.0, -0.3, -0.1], [0.4, 0.0, 0.2], [1.2, 0.1, 0.3], [0.0, 1.0, 0.4], [-0.4, -3.1, -2.5], [0.5, -0.1, -0.5], [0.5, 0.5, 0.1], [-0.6, -0.2, -0.2], [0.6, 0.3, 0.2], [0.3, 0.1, -0.4], [0.1, 0.5, -0.1], [0.0, -0.1, 0.0], [0.0, 0.0, 0.0], [0.1, -0.1, 0.2], [0.0, 0.1, 0.0], [0.3, -0.4, 0.3], [-0.1, -0.2, 0.1], [-0.1, -0.1, 0.0], [0.2, 0.0, 0.1], [0.2, -0.1, 0.1], [0.1, 0.1, -0.2], [0.1, 0.0, -0.1], [0.0, -0.1, 0.1], [-0.1, 0.2, -0.1], [0.0, -0.1, 0.0], [0.1, -0.1, -0.1], [0.0, 0.0, 0.0], [0.0, -0.1, 0.0], [-0.2, -0.2, -0.1], [-0.2, 0.0, -0.1], [0.1, 0.2, -0.1], [0.2, -0.1, 0.1], [0.0, -0.2, 0.2], [0.1, -0.3, -0.2], [0.0, -0.1, -0.2], [-0.2, 0.0, -0.2]],
  "lumo_ev": 0.10,
  "spin_multiplicity": 1,
  "smiles": "O=S(=O)(O)C[C@H](O)[C@@H](O)[C@@H](O)CCO.CNC(=O)[C@H](Cc1c[nH]c2ccccc12)NC(C)=O",
  "charge": 0
}

***

no.,calculated total energy (eV),molecular weight (g mol⁻¹)
1,-10441.783,106.12
2,-21903.130,186.08
3,-32621.243,191.17
4,-40331.505,166.66
5,-5312.758,68.12
6,-28754.664,345.53
7,-54975.553,489.55